{"formula": "C26H31FNO8", "method": "ωB97M-V/def2-TZVPD", "elements": ["C", "C", "C", "O", "C", "O", "C", "C", "C", "C", "C", "C", "N", "C", "C", "C", "C", "C", "C", "C", "C", "C", "O", "O", "H", "H", "H", "H", "H", "H", "H", "H", "H", "H", "H", "H", "H", "H", "H", "H", "H", "H", "H", "H", "H", "C", "C", "O", "C", "C", "F", "C", "O", "O", "C", "C", "O", "H", "H", "H", "H", "H", "H", "H", "H", "H", "H"], "xyz": [[4.28274, -1.33945, 1.39795], [4.68083, -0.73108, 2.73364], [5.94675, -1.34722, 3.32478], [4.86097, 0.68781, 2.64156], [3.73171, 1.43544, 2.43122], [3.82938, 2.57152, 2.02406], [2.40781, 0.81510, 2.75920], [1.26638, 1.57195, 2.67867], [-0.07245, 1.08719, 2.41954], [-0.36090, -0.24907, 2.02635], [-1.66548, -0.72836, 1.97057], [-2.75852, 0.14459, 2.27965], [-4.04680, -0.32136, 2.31025], [-4.39967, -1.63047, 1.80237], [-3.30944, -2.65366, 2.06609], [-1.95380, -2.14547, 1.56250], [-5.17832, 0.57734, 2.41146], [-4.87002, 1.77891, 3.28214], [-3.61744, 2.48162, 2.76147], [-2.48593, 1.52759, 2.52163], [-1.17493, 1.97902, 2.52280], [2.43973, -0.43336, 3.54901], [1.47165, -0.88859, 4.12181], [3.66455, -1.00406, 3.74524], [3.36792, -0.87092, 1.01655], [5.09391, -1.18240, 0.67715], [4.12414, -2.41656, 1.52863], [6.15624, -0.88217, 4.29638], [5.78606, -2.42221, 3.47186], [6.80050, -1.18950, 2.65860], [1.42460, 2.65154, 2.63890], [0.47408, -0.91816, 1.81654], [-5.33566, -1.93306, 2.29086], [-4.60699, -1.57401, 0.71476], [-3.23942, -2.85140, 3.14255], [-3.58388, -3.59156, 1.57116], [-1.93302, -2.23093, 0.46260], [-1.15166, -2.79487, 1.93037], [-5.47116, 0.92251, 1.40111], [-6.02477, 0.00728, 2.81546], [-5.73251, 2.45219, 3.27108], [-4.70142, 1.46475, 4.31857], [-3.86856, 3.01440, 1.82926], [-3.29178, 3.24728, 3.47524], [-0.94844, 3.03585, 2.67549], [-1.92430, 4.48220, 7.11331], [-0.93322, 4.18464, 6.02342], [-0.37611, 2.88352, 6.28467], [0.67224, 2.65277, 5.46400], [1.35460, 1.45814, 5.88121], [0.63780, 0.64329, 6.65414], [2.77208, 1.18654, 5.86129], [3.54680, 1.71818, 5.07243], [3.09934, 0.31211, 6.82597], [4.50629, -0.01869, 6.92322], [4.73795, -0.79017, 8.19692], [0.92493, 3.37325, 4.50215], [-2.36973, 5.45838, 6.90730], [-2.72853, 3.73868, 7.15250], [-1.44300, 4.53307, 8.09678], [-1.42538, 4.16568, 5.03501], [-0.12757, 4.93784, 6.01930], [4.75785, -0.63171, 6.04817], [5.09750, 0.90659, 6.92330], [5.80148, -1.03656, 8.25812], [4.47819, -0.19992, 9.08161], [4.17082, -1.72595, 8.20754]], "atomic_forces_ev_per_a": [[0.10, 0.00, -0.06], [-0.56, 0.39, 1.29], [-0.11, 0.27, -0.08], [-0.05, -0.71, -0.52], [-1.02, 1.31, 0.61], [0.38, -0.91, 0.02], [0.67, -0.32, 0.23], [0.90, -0.13, -1.42], [-1.14, -0.29, 0.07], [-0.24, 0.70, 0.65], [-0.31, 0.84, 0.06], [1.46, 0.69, -0.16], [-0.87, -0.47, 0.37], [0.15, 0.04, -0.17], [0.22, 0.06, 0.14], [0.04, -0.47, -0.34], [0.11, 0.10, -0.19], [0.18, 0.05, 0.07], [-0.30, 0.52, -0.08], [0.18, -0.87, -0.36], [0.74, -0.72, 0.35], [-1.32, -0.05, -0.02], [1.10, -0.25, -0.41], [0.43, -0.24, -0.92], [0.19, -0.15, 0.05], [-0.18, -0.01, 0.11], [-0.03, 0.23, -0.05], [-0.08, -0.07, -0.31], [0.02, 0.25, -0.07], [-0.15, -0.01, 0.06], [-0.02, -0.43, -0.39], [-0.30, 0.09, 0.09], [0.16, 0.01, -0.11], [0.04, -0.05, 0.15], [-0.08, 0.07, -0.12], [0.11, 0.07, 0.09], [-0.01, 0.07, 0.20], [-0.11, 0.05, -0.04], [-0.05, 0.00, 0.13], [0.13, 0.10, -0.05], [0.10, -0.01, 0.05], [-0.05, -0.07, -0.13], [0.05, -0.10, 0.15], [-0.07, -0.07, -0.10], [-0.15, -0.25, 0.20], [-0.30, 0.16, 0.23], [-0.05, -0.45, 0.04], [-1.06, 1.48, 0.01], [1.82, -2.24, -0.14], [1.46, 1.15, -1.15], [-1.17, -1.03, 1.62], [-2.74, 1.74, -0.89], [1.06, -0.24, 0.42], [1.54, -0.89, 0.75], [-0.69, 0.28, -0.37], [0.00, -0.13, 0.14], [-0.04, 0.94, 0.42], [-0.10, 0.02, 0.09], [0.17, 0.07, -0.01], [-0.05, -0.09, -0.18], [0.26, 0.20, 0.29], [-0.31, -0.29, -0.18], [0.12, 0.25, 0.15], [-0.11, -0.21, -0.20], [-0.01, -0.04, 0.05], [-0.05, -0.08, -0.14], [0.00, 0.15, 0.03]], "e_homo_ev": -2.88, "charge": -1, "gap_ha": 0.197, "lumo_energy_ev": 2.5}

***

{"formula": "C26H31FeN4O5", "method": "ωB97M-V/def2-TZVPD", "elements": ["Fe", "C", "C", "C", "N", "C", "C", "C", "C", "C", "C", "C", "N", "C", "C", "C", "N", "C", "C", "C", "C", "C", "C", "C", "N", "C", "C", "H", "H", "H", "H", "H", "H", "H", "H", "H", "H", "H", "H", "H", "H", "H", "H", "H", "H", "H", "H", "H", "H", "H", "H", "H", "H", "O", "C", "O", "C", "O", "C", "C", "O", "O", "H", "H", "H", "H", "H"], "xyz": [[-0.63755, 1.05451, 0.04246], [1.25792, -2.77043, 2.73257], [0.66525, -3.47784, 1.51074], [0.94977, -2.74391, 0.19337], [-0.03933, -1.72820, -0.18922], [-1.21735, -2.02070, -0.70574], [-1.52951, -3.40839, -0.89490], [-2.69172, -4.04862, -1.23534], [-3.97346, -3.55838, -1.49188], [-4.29165, -2.22677, -1.60148], [-3.46148, -1.11396, -1.55394], [-2.07974, -0.95449, -1.29698], [-1.45973, 0.17884, -1.55274], [-2.01293, 1.10344, -2.52729], [-0.84552, 1.86567, -3.14724], [-0.10958, 2.75301, -2.14619], [0.56933, 2.02206, -1.06357], [1.86073, 2.01748, -0.99006], [2.63055, 2.25694, -2.21193], [3.92882, 2.49554, -2.46796], [5.02857, 2.63031, -1.56743], [4.97997, 2.40221, -0.24471], [3.87195, 1.97044, 0.55102], [2.56554, 1.72061, 0.29155], [1.81996, 1.26800, 1.40536], [1.53655, -0.27758, 3.33904], [0.56706, -1.44600, 3.10701], [1.22246, -3.45169, 3.58583], [2.31319, -2.57953, 2.52761], [1.11976, -4.46903, 1.43286], [-0.41009, -3.63510, 1.63155], [1.88195, -2.18852, 0.28175], [1.06142, -3.44016, -0.63753], [-0.70628, -4.08559, -0.73087], [-2.59330, -5.12908, -1.27923], [-4.76490, -4.28106, -1.64158], [-5.33832, -2.00628, -1.78875], [-3.95079, -0.17089, -1.76449], [-2.56130, 0.56248, -3.30453], [-2.70216, 1.81885, -2.06138], [-0.14978, 1.14113, -3.58113], [-1.22045, 2.50113, -3.95391], [0.58261, 3.41560, -2.66366], [-0.84128, 3.38595, -1.63900], [2.02740, 2.16067, -3.10458], [4.16969, 2.59789, -3.52096], [5.98469, 2.90967, -1.99348], [5.90690, 2.53560, 0.30157], [4.12368, 1.80099, 1.58941], [2.32199, -0.58016, 4.03478], [1.00139, 0.55112, 3.79218], [-0.01445, -1.58181, 4.02264], [-0.13779, -1.15197, 2.33300], [-3.73745, 0.64222, 2.58107], [-2.80990, 0.95468, 1.68616], [-1.98913, 0.13833, 1.29516], [-2.79208, 2.36793, 1.17057], [-1.83184, 2.51979, 0.20012], [0.45944, 1.81060, 1.51881], [2.26360, 0.14246, 2.07695], [3.26390, -0.46604, 1.73101], [0.48062, -0.50263, 0.03483], [-3.62586, -0.29476, 2.80814], [-2.63779, 3.01872, 2.04823], [-3.80908, 2.58834, 0.81013], [0.04198, 1.59589, 2.49755], [0.51494, 2.89047, 1.38868]], "atomic_forces_ev_per_a": [[0.03, 0.07, 1.03], [-0.02, 0.03, -0.07], [0.03, 0.07, 0.03], [0.05, -0.03, 0.00], [0.04, 0.00, 0.18], [-0.12, -0.09, -0.23], [0.13, 0.20, 0.04], [-0.20, -0.07, 0.01], [0.06, -0.14, 0.03], [-0.03, 0.13, -0.01], [0.15, -0.06, 0.00], [-0.01, -0.03, 0.12], [-0.38, -0.11, -0.48], [0.13, -0.04, 0.12], [0.01, -0.02, 0.05], [-0.10, -0.12, 0.05], [0.15, 0.47, -0.46], [0.39, -0.03, 0.11], [-0.21, -0.05, 0.09], [0.30, 0.08, 0.05], [-0.08, 0.05, -0.29], [-0.11, -0.11, 0.29], [0.28, 0.09, -0.09], [-0.29, -0.07, -0.20], [-0.31, 0.13, -0.07], [-0.07, -0.09, -0.04], [0.00, 0.00, 0.02], [0.01, -0.01, 0.00], [0.01, -0.01, 0.02], [-0.02, -0.02, 0.00], [0.00, 0.01, -0.01], [-0.02, 0.02, -0.04], [0.02, -0.03, 0.03], [0.00, 0.01, 0.00], [-0.01, 0.00, 0.00], [0.02, -0.01, 0.01], [0.02, 0.04, -0.03], [-0.03, -0.02, -0.01], [0.02, -0.02, -0.03], [-0.03, 0.00, 0.00], [-0.02, 0.01, -0.05], [0.02, 0.02, 0.00], [0.04, 0.01, 0.02], [0.00, -0.02, 0.01], [-0.04, -0.04, 0.04], [0.05, -0.02, 0.02], [-0.04, 0.01, -0.04], [-0.05, -0.02, 0.06], [0.08, 0.04, -0.03], [-0.01, -0.03, -0.04], [0.00, 0.10, 0.02], [-0.02, -0.01, -0.02], [-0.08, 0.01, -0.06], [0.01, -0.05, -0.05], [0.06, 0.13, -0.10], [-0.02, -0.11, 0.17], [0.00, -0.06, -0.11], [0.04, -0.03, 0.01], [0.16, -0.36, -0.29], [0.12, 0.22, 0.08], [0.01, -0.12, -0.02], [-0.07, 0.11, -0.04], [-0.01, 0.01, 0.01], [0.01, 0.01, 0.03], [-0.02, 0.02, 0.01], [0.04, -0.09, 0.09], [-0.05, 0.03, 0.05]], "e_homo_ev": [-6.66, -6.67], "multiplicity": 2, "s_squared": 0.769, "charge": 0, "gap_ha": [0.242, 0.242], "lumo_energy_ev": [-0.1, -0.1]}

***

{"formula": "C26H31N4", "method": "ωB97M-V/def2-TZVPD", "elements": ["C", "N", "C", "C", "C", "C", "C", "C", "C", "C", "C", "C", "C", "C", "C", "N", "C", "C", "C", "C", "C", "C", "C", "H", "H", "H", "H", "H", "H", "H", "H", "H", "H", "H", "H", "H", "H", "H", "H", "H", "H", "H", "H", "H", "H", "H", "H", "H", "N", "C", "C", "C", "N", "C", "C", "H", "H", "H", "H", "H", "H"], "xyz": [[-3.30836, -3.27541, -4.27981], [-1.90400, -2.94085, -4.34062], [-1.38504, -2.89898, -5.69056], [0.13569, -2.83547, -5.73714], [0.70633, -1.80529, -4.76670], [-0.01762, -1.72893, -3.46394], [-1.23421, -2.45073, -3.26473], [-1.76734, -2.56432, -1.94900], [-1.25240, -1.79649, -0.93203], [-0.14104, -0.91926, -1.15177], [0.44750, -0.12369, -0.15123], [-0.07375, 0.10283, 1.14259], [0.80087, 0.33811, 2.23828], [0.36768, 0.30736, 3.54462], [-1.01451, 0.09858, 3.81852], [-1.44073, 0.00104, 5.10168], [-2.84738, -0.11944, 5.39075], [-0.59656, 0.28877, 6.23630], [0.85309, -0.09948, 6.00229], [1.37265, 0.37648, 4.64822], [-1.92433, -0.04184, 2.73618], [-1.47649, 0.03337, 1.43843], [0.46059, -0.93668, -2.44477], [-3.71959, -3.11236, -3.28221], [-3.87281, -2.66088, -4.99692], [-3.43901, -4.32978, -4.55714], [-1.75383, -3.79671, -6.20853], [-1.81290, -2.02890, -6.22311], [0.54228, -3.82238, -5.49130], [0.45332, -2.60593, -6.75740], [1.76352, -2.03456, -4.58194], [0.69718, -0.81238, -5.23244], [-2.59345, -3.24946, -1.74110], [-1.70399, -1.87644, 0.05087], [1.43184, 0.26419, -0.38599], [1.86707, 0.48482, 2.05282], [-3.25241, -1.07055, 5.02202], [-2.96151, -0.07570, 6.47639], [-3.43453, 0.69142, 4.93823], [-0.64834, 1.36320, 6.48901], [-1.01932, -0.26674, 7.07940], [1.46912, 0.31687, 6.80209], [0.95351, -1.18852, 6.05234], [2.23113, -0.24513, 4.35782], [1.75757, 1.40434, 4.73767], [-2.97686, -0.24091, 2.94486], [-2.19602, 0.00545, 0.62203], [1.31664, -0.28107, -2.62373], [1.31438, 2.51016, -0.76929], [1.14547, 3.64120, -1.48127], [2.07177, 4.69039, -1.48002], [3.26966, 4.53150, -0.73900], [4.25196, 5.46392, -0.73521], [3.42863, 3.35320, 0.02179], [2.40194, 2.41525, 0.00708], [0.23436, 3.71377, -2.08177], [1.87572, 5.59581, -2.05369], [5.13617, 5.25731, -0.29233], [4.20093, 6.28481, -1.31879], [4.32352, 3.16668, 0.61411], [2.48623, 1.53446, 0.63907]], "atomic_forces_ev_per_a": [[-0.36, -0.45, 0.02], [0.27, 0.12, 0.87], [0.22, 0.32, -0.54], [0.03, -0.35, 0.16], [0.26, 0.44, -0.67], [0.18, 0.18, 0.75], [-0.42, 0.18, -0.65], [0.03, 0.32, 0.40], [0.05, -0.12, -0.44], [-0.21, 0.13, -0.03], [-0.37, -0.41, 0.05], [-0.59, 0.43, 0.26], [-0.34, -0.17, -0.01], [-0.14, -0.15, -0.58], [0.26, -0.27, 0.27], [-0.15, 0.01, -0.68], [-0.51, -0.08, 0.05], [0.43, 0.41, 0.36], [0.03, -0.38, -0.07], [0.62, 0.41, 0.30], [-0.07, 0.13, -0.16], [0.51, -0.46, 0.16], [-0.25, -0.56, 0.00], [0.04, -0.02, -0.36], [0.17, -0.10, 0.17], [-0.14, 0.19, 0.09], [0.14, 0.23, 0.09], [0.05, -0.19, 0.19], [-0.09, 0.06, -0.01], [-0.05, -0.08, 0.12], [-0.20, 0.05, -0.01], [-0.03, -0.08, -0.01], [0.41, 0.32, -0.07], [0.29, -0.17, -0.15], [-0.15, -0.20, 0.12], [-0.33, -0.28, 0.12], [0.05, 0.12, 0.15], [-0.19, -0.05, -0.27], [0.12, -0.07, 0.15], [-0.08, -0.20, -0.07], [0.27, 0.14, -0.03], [-0.07, -0.09, -0.04], [-0.11, 0.08, 0.04], [-0.13, 0.22, 0.14], [-0.14, -0.18, -0.03], [0.35, 0.35, -0.19], [0.19, 0.03, 0.23], [-0.15, -0.27, 0.03], [-0.21, 0.39, 0.10], [0.86, 0.14, 0.39], [-0.10, -0.63, 0.25], [-0.36, -0.42, -0.08], [0.35, 0.42, -0.03], [-0.65, -0.18, -0.09], [0.35, 0.83, -0.70], [0.29, -0.05, 0.20], [0.12, -0.22, 0.13], [-0.29, 0.13, -0.15], [0.01, -0.24, 0.12], [-0.19, 0.19, -0.10], [0.09, 0.16, -0.26]], "e_homo_ev": -9.81, "charge": 1, "gap_ha": 0.223, "lumo_energy_ev": -3.7}